The following is a DFT calculation (ωB97M-V/def2-TZVPD) of C12H15IN2O4SSiZn as an isolated structure.

The geometry in XYZ format:
```
37
Properties=species:S:1:pos:R:3:forces:R:3:nbo_charge:R:1
Zn -1.0201 1.1724 -0.3164 0.468 -0.034 -0.017 1.660
N 6.2505 2.6771 -0.2308 0.013 -0.003 -0.019 -0.398
C 5.1144 2.5082 -0.1463 -0.236 0.003 0.179 0.322
C 3.6866 2.3007 -0.0323 0.219 0.098 0.203 -0.192
C 2.7849 3.3367 -0.1874 -0.063 -0.195 -0.309 -0.264
C 1.4025 3.0829 -0.4094 -0.121 0.116 -0.042 -0.066
N 0.9859 1.7950 -0.2343 0.193 -0.059 0.647 -0.670
C 1.8290 0.8543 0.2608 -0.121 0.063 -0.353 0.019
C 3.1870 1.0324 0.2921 0.158 -0.161 -0.055 -0.273
H 3.1399 4.3604 -0.2199 0.014 -0.002 -0.146 0.198
H -0.2316 4.5707 -0.3101 -0.036 0.190 0.048 0.268
H 1.3834 -0.0875 0.5591 0.013 -0.029 -0.091 0.217
H 3.8502 0.2140 0.5378 -0.015 0.003 0.022 0.208
I -0.6195 7.2390 -0.1188 0.031 -0.025 -0.012 -0.104
C -1.1285 5.1433 -0.0534 -0.013 -0.108 -0.022 -0.693
H -1.4647 4.9365 0.9551 -0.017 0.042 0.003 0.220
H -1.9348 4.9763 -0.7568 -0.073 0.113 0.024 0.255
O -2.2926 1.9683 -1.6588 -0.138 0.005 0.156 -1.153
S -3.2688 2.3624 -0.5415 -0.095 -0.146 -0.020 2.544
O -3.8170 3.6872 -0.7803 0.054 0.082 0.007 -1.037
O -2.3331 2.3567 0.6768 -0.120 0.006 -0.158 -1.157
O -4.2866 1.3345 -0.3803 -0.052 0.043 -0.034 -1.037
C -0.8996 -4.5558 -1.5002 -0.029 0.015 -0.155 -1.101
Si -0.7388 -3.8088 0.2127 -0.072 -0.276 -0.070 1.617
C -2.1605 -4.4755 1.2403 -0.130 0.023 0.084 -1.103
C 0.8545 -4.4561 0.9567 0.176 -0.012 0.081 -1.102
C -0.7697 -2.0229 0.1103 0.042 0.328 0.032 -0.754
C -0.8714 -0.8113 -0.0287 -0.071 -0.052 -0.006 -0.469
H -1.0034 -5.6441 -1.4625 0.019 0.003 0.013 0.210
H -0.0311 -4.3117 -2.1165 -0.006 0.005 0.010 0.230
H -1.7789 -4.1416 -1.9988 0.003 -0.025 -0.002 0.241
H -2.3683 -5.5197 0.9897 0.020 -0.009 0.033 0.213
H -3.0624 -3.8901 1.0502 0.001 -0.026 -0.014 0.248
H -1.9491 -4.4156 2.3106 0.002 0.024 -0.013 0.226
H 0.8668 -5.5503 0.9571 0.002 0.004 0.007 0.213
H 0.9765 -4.1133 1.9870 -0.009 0.003 -0.014 0.230
H 1.7182 -4.1049 0.3871 -0.010 -0.010 0.000 0.232
```
Forces are in eV/Å.

LUMO level, eV: 4.2
Charge: -2
Kohn-Sham gap, Eh: 0.225
Calculated total energy, a.u.: -3641.49480



The following is a DFT calculation (ωB97M-V/def2-TZVPD) of a 3-piece molecular cluster, C12H15N4O9PS overall.

The geometry in XYZ format:
```
42
Properties=species:S:1:pos:R:3:forces:R:3:nbo_charge:R:1
N -1.5920 0.9224 -4.6791 0.312 -0.907 0.124 -0.817
C -2.1725 -0.1480 -4.0080 -0.343 0.341 0.038 0.674
O -2.8723 0.0476 -3.0376 0.104 -0.129 0.123 -0.592
C -1.9067 -1.5678 -4.5033 0.290 0.162 0.268 -0.501
C -0.4108 -1.9312 -4.2783 -0.325 0.723 -0.025 -0.453
C -0.0742 -1.7633 -2.8051 -0.023 -0.449 -0.571 -0.057
C -0.4943 -2.6029 -1.8423 1.330 -0.061 0.345 -0.357
P -1.4997 -4.1300 -2.1582 -1.787 -0.756 -0.118 1.349
O -0.6460 -4.9054 -3.3579 0.429 1.035 0.628 -0.966
O -1.2655 -5.1151 -0.8644 0.779 0.849 -0.643 -0.941
C -0.1510 -2.2688 -0.4088 -0.613 -0.317 0.026 0.469
O -0.8333 -2.7113 0.4825 0.258 0.070 0.297 -0.472
C 1.0113 -1.3592 -0.1222 0.509 -0.133 -0.377 0.129
N 1.6331 -1.3730 1.1507 -0.754 0.667 0.045 -0.518
C 0.9532 -1.0082 2.1075 -0.743 -0.987 -0.128 0.227
S -0.0516 -0.7355 3.2572 0.622 0.159 -0.131 0.190
C 1.4183 -0.5572 -1.1003 0.030 -0.143 -0.183 -0.279
C 0.7664 -0.5762 -2.4371 0.334 0.195 0.696 0.514
O 0.9726 0.3450 -3.1956 -0.065 -0.117 -0.391 -0.519
H -1.2978 1.6172 -4.0054 -0.207 0.285 -0.199 0.400
H -0.8138 0.6383 -5.2587 0.002 0.199 -0.053 0.374
H -2.5251 -2.1998 -3.8681 -0.134 -0.063 -0.211 0.241
H -2.2065 -1.6852 -5.5455 0.132 -0.018 -0.023 0.236
H 0.1972 -1.2454 -4.8707 0.136 -0.057 0.151 0.229
H -0.1866 -2.9319 -4.6332 -0.210 -0.052 0.011 0.238
H 0.2459 -4.5299 -3.3858 0.142 -0.442 -0.181 0.478
H -0.3309 -5.0869 -0.6112 -0.136 -0.358 0.393 0.478
H 2.2333 0.1377 -0.9441 -0.111 0.122 -0.120 0.241
C -0.7065 2.7363 6.3521 0.052 0.232 -0.074 -0.488
N -0.1074 1.5276 5.7224 -0.055 0.188 0.096 0.539
O 0.8161 1.6928 4.9525 0.109 0.014 0.075 -0.383
O -0.5865 0.4540 6.0246 0.066 0.028 0.003 -0.380
H -0.1779 3.6108 5.9883 0.034 -0.043 -0.038 0.245
H -1.7545 2.7651 6.0689 -0.019 -0.079 0.076 0.237
H -0.5972 2.6298 7.4271 -0.084 -0.080 -0.003 0.235
C 2.6394 4.0654 3.0589 0.122 -0.087 0.148 -0.484
N 1.5183 4.9904 3.3813 0.038 -0.070 0.029 0.539
O 1.2947 5.2225 4.5530 -0.048 0.007 0.014 -0.391
O 0.9014 5.4502 2.4464 -0.023 0.012 0.001 -0.369
H 3.0909 3.7363 3.9869 -0.064 0.017 0.031 0.234
H 2.2194 3.2269 2.5118 -0.009 0.049 -0.063 0.240
H 3.3492 4.6160 2.4487 -0.074 -0.008 -0.087 0.232
```
Forces are in eV/Å.

LUMO level, eV: -1.7
Kohn-Sham gap, Eh: 0.275
SMILES string: NC(=O)CCC1=C(P(O)O)C(=O)C(N=C=S)=CC1=O.C[N+](=O)[O-].C[N+](=O)[O-]
Calculated total energy, a.u.: -2101.81143



The following is a DFT calculation (ωB97M-V/def2-TZVPD) of one molecule with the formula C12H15NO.

The geometry in XYZ format:
```
29
Properties=species:S:1:pos:R:3:forces:R:3:nbo_charge:R:1
C -0.1595 -2.3565 -0.3586 -2.634 -1.336 -0.022 -0.515
C 0.7589 -1.4466 -0.4317 -2.170 -2.561 0.429 0.182
C 1.7760 -0.6856 -0.3891 0.931 1.835 1.441 -0.199
C 3.0221 -1.1812 0.1059 1.174 -1.384 0.583 -0.160
C 4.0956 -0.4248 0.2854 1.854 -2.653 -0.742 -0.229
C 4.0300 0.9459 0.0858 -1.219 2.777 1.234 -0.235
C 2.8459 1.5588 -0.0681 0.498 -2.059 -1.724 -0.144
C 1.5728 0.8045 -0.4127 2.217 1.074 -0.070 0.029
O 0.6748 1.2980 0.5388 -0.149 -0.616 1.409 -0.375
N -0.5256 0.9273 0.0220 -3.005 0.110 -0.148 -0.172
C -1.3193 0.3179 0.8127 1.985 -0.274 -0.569 0.099
C -2.6758 -0.0502 0.3600 -0.316 -1.105 0.013 -0.301
C -3.5150 1.0939 0.8022 -0.672 3.488 0.753 -0.596
C -2.6843 -0.1318 -1.1767 -1.495 -0.200 0.002 -0.601
H -0.9784 -2.5973 0.4559 2.252 0.925 -1.114 0.230
H -0.4528 -2.9198 -1.2610 0.474 0.251 0.240 0.224
H 3.1526 -2.1976 0.4464 -0.532 -0.412 -0.510 0.215
H 5.0854 -0.9375 0.4149 -1.096 0.649 0.482 0.216
H 4.8001 1.5647 0.4985 0.799 0.284 -0.447 0.211
H 2.8333 2.5933 -0.0819 -0.421 1.918 0.090 0.205
H 1.0941 1.0316 -1.3403 0.256 0.653 -1.072 0.214
H -0.9112 -0.0300 1.7355 -0.041 0.079 1.078 0.187
H -3.0891 -1.0172 0.8427 1.051 1.324 -0.702 0.217
H -3.5391 1.3774 1.9420 0.785 -0.503 -2.073 0.218
H -3.1733 2.0328 0.1164 -0.984 -1.917 2.007 0.214
H -4.5614 0.9085 0.6447 -0.617 -0.063 -0.587 0.211
H -1.9133 -0.8374 -1.4784 0.033 0.338 -0.378 0.224
H -3.6797 -0.5373 -1.5124 0.865 0.443 0.229 0.205
H -2.5638 0.8964 -1.5986 0.177 -1.067 0.166 0.224
```
Forces are in eV/Å.

LUMO level, eV: 0.3
Kohn-Sham gap, Eh: 0.306
SMILES string: C=C=C1C=CC=C[C@@H]1O/N=C/C(C)C
Calculated total energy, a.u.: -596.02051



The following is a DFT calculation (ωB97M-V/def2-TZVPD) of C12H15NO3Tl as an isolated structure.

The geometry in XYZ format:
```
32
Properties=species:S:1:pos:R:3:forces:R:3:lowdin_charge:R:1
C -1.5473 0.8171 3.8480 -0.492 0.025 -0.301 0.094
C -0.1158 0.6734 3.6393 -2.458 0.421 1.113 -0.346
O 0.7213 0.5105 4.4236 1.809 -0.124 -0.165 0.392
N 0.5350 0.7879 2.2564 2.173 -1.076 -0.430 0.298
C 0.8288 -0.3683 1.5067 -2.725 0.964 0.714 -0.106
C -0.4099 -1.1161 1.0108 0.662 -0.263 0.386 -0.103
C -0.0997 -2.0767 -0.1554 -0.033 0.142 0.132 -0.138
C 0.9512 -1.5439 -1.1194 -0.712 -0.143 -0.114 -0.113
C 0.4973 -0.3078 -1.8495 0.317 -0.162 0.303 -0.089
C -0.4895 -0.2115 -2.7320 0.545 0.220 0.377 -0.004
C -0.8538 1.0695 -3.3770 -0.271 -0.274 -0.162 -0.343
O -1.8358 1.1123 -4.0660 -0.328 -0.037 -0.332 0.196
C -0.0026 2.2388 -3.1203 0.179 0.224 -0.055 0.106
C 0.9925 2.1892 -2.2448 0.365 -0.255 0.082 0.084
C 1.2746 0.9388 -1.5254 -0.719 0.207 -0.688 -0.240
O 2.1153 0.8957 -0.6507 0.139 0.202 1.107 0.175
H -1.7817 0.6909 4.8930 0.043 -0.083 0.380 0.133
H -1.8118 1.8269 3.5451 -0.146 0.310 -0.226 0.143
H -2.1079 0.1044 3.2581 -0.196 -0.136 -0.303 0.115
H 1.3752 1.3789 2.3396 -0.058 0.218 0.185 0.200
H 1.4492 -1.0023 2.1731 1.003 -0.215 -0.435 0.241
H 1.5127 0.0146 0.7113 1.118 0.143 -0.696 0.129
H -0.7696 -1.7341 1.8261 -0.380 -0.190 0.252 0.141
H -1.1842 -0.4026 0.7715 -0.208 0.291 -0.167 0.132
H 0.2113 -3.0318 0.2393 0.272 -0.310 0.094 0.138
H -1.0389 -2.2733 -0.6582 -0.358 0.010 -0.078 0.105
H 1.2182 -2.2893 -1.8538 0.162 -0.384 -0.143 0.144
H 1.8282 -1.3496 -0.5303 0.644 0.002 -0.334 0.113
H -1.0817 -1.0814 -3.0614 1.092 2.284 1.231 -0.203
H -0.2324 3.1352 -3.6698 -0.183 0.290 -0.088 0.161
H 1.6363 3.0148 -2.0092 0.191 0.318 -0.012 0.149
Tl -1.7847 -2.6102 -3.8191 -1.445 -2.618 -1.627 1.299
```
Forces are in eV/Å.

LUMO level, eV: -16.4
Charge: +3
Kohn-Sham gap, Eh: 0.133
Calculated total energy, a.u.: -917.86164



The following is a DFT calculation (ωB97M-V/def2-TZVPD) of one molecule with the formula C12H15NS.

The geometry in XYZ format:
```
29
Properties=species:S:1:pos:R:3:forces:R:3:nbo_charge:R:1
C -1.4733 -0.9051 -0.9376 0.083 0.470 0.484 0.262
C 1.0192 1.5067 2.0323 -0.085 -0.797 -1.703 -0.419
C 1.5612 1.0468 -0.2609 1.900 0.326 -0.453 -0.557
C -0.1377 0.7943 1.3970 2.222 0.880 0.557 -0.134
C 0.3279 0.4363 -0.0127 -0.646 -0.423 -1.322 0.023
C -1.4309 1.4691 1.8369 0.111 3.172 0.563 -0.353
C -1.1193 0.1900 2.4445 0.210 0.283 -2.840 -0.194
C -0.2086 -0.2790 -1.1054 -1.126 0.107 1.902 -0.170
C -0.6038 -0.0880 3.7453 -3.943 1.375 4.814 -0.609
C 1.6859 -1.4598 -2.3143 -1.356 1.732 -0.282 -0.626
C -0.5619 -0.9414 -3.5674 1.734 -0.368 2.346 -0.604
C 0.4226 -0.4561 -2.4443 0.229 -1.448 0.049 -0.232
N -2.5361 -1.3228 -0.7739 -0.282 -0.327 0.028 -0.388
S 2.2707 1.8480 1.0283 -0.757 -0.580 -0.152 0.668
H 1.0708 1.9403 2.9575 -0.366 0.777 2.241 0.220
H 2.2496 0.8380 -1.0773 -0.655 0.270 -0.004 0.239
H -1.3166 2.4796 2.4148 -0.144 -2.137 -0.968 0.220
H -2.0657 1.5936 0.9868 -0.929 -0.396 -0.078 0.247
H -1.6160 -0.6266 2.0043 -0.805 -0.921 -0.493 0.249
H -1.4666 -0.5112 4.4167 1.181 0.310 -1.344 0.219
H -0.3567 0.7361 4.4416 0.572 -0.031 -0.984 0.219
H 0.0822 -0.8238 3.7127 2.664 -2.264 0.097 0.222
H 2.1432 -1.3213 -3.3639 -0.075 -1.029 1.807 0.215
H 1.1910 -2.5037 -2.0733 1.592 1.988 -0.526 0.224
H 2.3357 -0.9837 -1.4599 -0.929 -1.746 -1.807 0.215
H -1.5028 -0.4462 -3.3798 -0.308 0.078 -0.732 0.225
H -0.6075 -1.9952 -3.3164 -0.677 -0.434 -0.935 0.206
H 0.0140 -0.7003 -4.4582 -0.813 -0.337 -0.473 0.212
H 0.6295 0.4851 -2.8734 1.397 1.468 0.209 0.202
```
Forces are in eV/Å.

LUMO level (spin up / spin down), eV: -0.8 / -0.3
Kohn-Sham gap (spin up / spin down), Eh: 0.217 / 0.249
Calculated total energy, a.u.: -919.00417



The following is a DFT calculation (ωB97M-V/def2-TZVPD) of C12H15O3V as an isolated structure.

The geometry in XYZ format:
```
31
Properties=species:S:1:pos:R:3:forces:R:3:nbo_charge:R:1
C -0.5996 3.4763 -3.0290 0.078 -0.270 -0.033 -0.755
C 0.1101 2.1668 -2.8570 0.105 -0.408 0.647 0.819
O 0.8813 1.7589 -3.7166 -0.704 -0.212 -1.437 -0.626
O -0.1490 1.4364 -1.7891 -0.296 0.342 0.063 -0.511
C -1.2030 0.4599 -2.0679 -0.435 -0.386 -0.001 -0.070
C -1.5866 -0.2572 -0.8059 0.668 -0.441 0.469 -0.499
C -0.4141 -0.7525 0.0057 -0.239 1.510 0.412 -0.047
C -0.6196 -0.6904 1.4878 0.176 -0.717 -0.216 -0.513
C 0.4931 -1.2722 2.3209 -0.077 0.005 0.083 0.056
C 1.4806 -2.0842 1.7846 -0.101 0.181 0.283 -0.241
C 2.4802 -2.5909 2.6002 0.087 -0.052 -0.066 -0.200
C 2.5094 -2.2944 3.9494 -0.197 0.119 0.006 -0.212
C 1.5142 -1.4938 4.4917 -0.074 0.014 -0.047 -0.197
C 0.5144 -0.9897 3.6842 0.183 -0.115 -0.287 -0.227
H -1.5408 3.3102 -3.5884 -0.194 0.111 -0.092 0.211
H 0.0445 4.1497 -3.5730 0.044 0.348 -0.146 0.271
H -0.9159 3.8927 -2.0847 -0.112 0.132 0.219 0.303
H -0.8710 -0.2397 -2.8360 0.337 0.017 -0.062 0.195
H -2.0771 1.0063 -2.4239 -0.103 0.120 -0.194 0.180
H -2.2412 -1.0869 -1.0576 -0.287 -0.077 -0.201 0.250
H -2.1604 0.4205 -0.1803 -0.272 0.187 0.145 0.221
H 0.5103 -0.2400 -0.2370 0.394 -0.541 -0.409 0.172
H -1.5656 -1.1398 1.7794 -0.253 -0.128 0.039 0.222
H -0.7005 0.3688 1.7401 -0.120 0.294 0.057 0.222
H 1.4758 -2.3131 0.7347 -0.010 -0.118 -0.286 0.209
H 3.2353 -3.2214 2.1635 0.206 -0.129 -0.028 0.216
H 3.2897 -2.6705 4.5844 0.222 -0.168 0.102 0.220
H 1.5063 -1.2600 5.5418 0.085 0.023 0.232 0.218
H -0.2551 -0.3600 4.0943 -0.203 0.161 0.200 0.205
O -2.1852 0.8078 -5.5478 1.453 1.072 0.610 -0.519
V -0.9605 1.7024 -5.1686 -0.358 -0.874 -0.062 1.426
```
Forces are in eV/Å.

Multiplicity: 2
LUMO level (spin up / spin down), eV: -5.8 / -5.8
Charge: +1
Kohn-Sham gap (spin up / spin down), Eh: 0.187 / 0.192
Calculated total energy, a.u.: -1635.56835



Please write out number 3 again, unchanged.
The following is a DFT calculation (ωB97M-V/def2-TZVPD) of one molecule with the formula C12H15NO.

The geometry in XYZ format:
```
29
Properties=species:S:1:pos:R:3:forces:R:3:nbo_charge:R:1
C -0.1595 -2.3565 -0.3586 -2.634 -1.336 -0.022 -0.515
C 0.7589 -1.4466 -0.4317 -2.170 -2.561 0.429 0.182
C 1.7760 -0.6856 -0.3891 0.931 1.835 1.441 -0.199
C 3.0221 -1.1812 0.1059 1.174 -1.384 0.583 -0.160
C 4.0956 -0.4248 0.2854 1.854 -2.653 -0.742 -0.229
C 4.0300 0.9459 0.0858 -1.219 2.777 1.234 -0.235
C 2.8459 1.5588 -0.0681 0.498 -2.059 -1.724 -0.144
C 1.5728 0.8045 -0.4127 2.217 1.074 -0.070 0.029
O 0.6748 1.2980 0.5388 -0.149 -0.616 1.409 -0.375
N -0.5256 0.9273 0.0220 -3.005 0.110 -0.148 -0.172
C -1.3193 0.3179 0.8127 1.985 -0.274 -0.569 0.099
C -2.6758 -0.0502 0.3600 -0.316 -1.105 0.013 -0.301
C -3.5150 1.0939 0.8022 -0.672 3.488 0.753 -0.596
C -2.6843 -0.1318 -1.1767 -1.495 -0.200 0.002 -0.601
H -0.9784 -2.5973 0.4559 2.252 0.925 -1.114 0.230
H -0.4528 -2.9198 -1.2610 0.474 0.251 0.240 0.224
H 3.1526 -2.1976 0.4464 -0.532 -0.412 -0.510 0.215
H 5.0854 -0.9375 0.4149 -1.096 0.649 0.482 0.216
H 4.8001 1.5647 0.4985 0.799 0.284 -0.447 0.211
H 2.8333 2.5933 -0.0819 -0.421 1.918 0.090 0.205
H 1.0941 1.0316 -1.3403 0.256 0.653 -1.072 0.214
H -0.9112 -0.0300 1.7355 -0.041 0.079 1.078 0.187
H -3.0891 -1.0172 0.8427 1.051 1.324 -0.702 0.217
H -3.5391 1.3774 1.9420 0.785 -0.503 -2.073 0.218
H -3.1733 2.0328 0.1164 -0.984 -1.917 2.007 0.214
H -4.5614 0.9085 0.6447 -0.617 -0.063 -0.587 0.211
H -1.9133 -0.8374 -1.4784 0.033 0.338 -0.378 0.224
H -3.6797 -0.5373 -1.5124 0.865 0.443 0.229 0.205
H -2.5638 0.8964 -1.5986 0.177 -1.067 0.166 0.224
```
Forces are in eV/Å.

LUMO level, eV: 0.3
Kohn-Sham gap, Eh: 0.306
SMILES string: C=C=C1C=CC=C[C@@H]1O/N=C/C(C)C
Calculated total energy, a.u.: -596.02051